(1)
35
Properties=species:S:1:pos:R:3:forces:R:3 method="wB97M-V/def2-TZVPD" homo_ev=-4.522 total_energy_ha=-994.51512 multiplicity=1 total_charge=-1 e_above_lowest_kj_mol=358.6
C -1.32725 -0.72775 2.57225 0.0184 -0.0640 -0.0223
C -0.75274 4.00415 0.53081 -4.1531 1.7160 3.1780
H -1.02100 -0.38474 -5.64452 1.7324 -0.8326 -0.0871
C 1.33376 0.13379 -1.10010 -0.8478 -0.4468 -2.4072
C 0.97952 -1.66987 -3.00328 -0.0978 2.6303 0.8988
C -0.12095 -1.42248 2.58235 -0.1290 -0.0226 0.0805
H -0.31214 -2.07571 -5.61198 0.7136 1.6262 0.2429
C 0.34568 0.89237 -3.53655 1.4983 -2.6898 2.6856
H 1.02729 -2.76729 -3.33587 -0.1185 1.9041 0.4494
O 0.88906 3.74036 -2.25207 -0.9400 -3.6877 2.3153
H -0.05956 1.72623 -4.21426 0.7462 -1.4974 1.1842
O -0.79385 5.16030 -0.00129 1.2677 -3.5060 0.4944
C -2.19163 -0.82014 3.65868 0.0397 -0.0719 0.0261
C 0.77804 1.84089 0.93080 -0.7567 1.4069 -2.5100
C 0.24861 2.83005 0.03565 0.9985 -1.8542 0.7590
C 0.22258 -2.20400 3.68127 -0.0672 0.0107 -0.0005
C 1.73253 0.66420 0.37487 1.0160 0.0875 0.6815
H -1.59293 -0.11411 1.71756 0.0334 0.0202 0.1032
H 1.80955 -2.15470 -0.82733 -0.5593 1.3276 -1.2284
C 0.65583 2.74326 -1.52904 0.5280 1.1946 -0.4776
H -2.52920 -1.68513 5.59834 0.0500 0.0183 -0.0482
H 1.16631 -2.73992 3.69189 -0.0682 0.0546 -0.0050
H 0.74451 -0.66113 -6.29973 -1.2241 -0.4617 1.2790
C 1.44510 -1.34782 -1.54599 -1.5670 3.4632 -2.5441
C -0.02966 -0.96658 -5.50670 -0.5665 0.3361 1.2232
C -1.85244 -1.60910 4.75374 0.0852 0.0042 -0.1010
O 2.72672 0.21557 1.00872 -3.5909 1.2256 -2.1533
C -0.64363 -2.29939 4.76601 -0.0335 0.0499 -0.0680
C 0.78548 1.23083 -2.09071 -0.0278 -2.4232 -0.8308
H 0.55131 -1.35347 1.73416 -0.0346 -0.0024 0.1058
H -3.13100 -0.27701 3.65135 0.1123 -0.0166 -0.0162
H 0.47615 1.92513 2.02711 0.7038 -0.2836 -1.6075
O -1.63509 3.68149 1.56795 4.4172 -0.0157 -4.2689
H -0.37706 -2.91160 5.62156 -0.0127 0.0469 -0.0573
C 0.45210 -0.59667 -4.00565 0.8341 0.7531 2.7266

***

(2)
42
Properties=species:S:1:pos:R:3:forces:R:3 method="wB97M-V/def2-TZVPD" homo_ev="-8.715 / -8.620" total_energy_ha=-3230.11957 multiplicity=2
C -2.77292 1.48797 -0.98289 -0.0412 -0.0721 -0.0074
H 2.43929 4.10460 -3.19310 0.0033 0.0016 -0.0013
C -3.71624 1.28340 0.02281 0.0182 0.0305 -0.0313
O 1.32052 1.41178 3.39279 0.2494 0.2974 -0.1383
Sb 1.19498 -2.56938 -2.52689 0.0849 0.1717 0.1597
H -4.57426 0.43084 -3.64672 -0.0019 -0.0019 -0.0015
C -4.96998 0.79212 -0.30200 -0.0164 -0.0018 0.0153
C -0.85376 4.85183 -3.43993 -0.0587 0.0171 -0.0047
S -0.71046 -1.20019 -1.89043 0.1228 0.1938 0.0285
C -1.31895 4.83560 3.03289 -0.0593 0.0355 -0.0482
H -6.26195 0.11090 -1.87093 -0.0032 -0.0007 0.0018
O 1.45039 1.42272 0.93537 0.3294 -0.0836 0.0287
C -1.20077 3.02920 0.91224 -0.1180 0.1256 -0.0412
H 0.90017 5.61233 -4.40821 0.0051 0.0005 -0.0014
O -0.42435 0.34361 2.02951 0.0852 -0.2320 0.1294
C 1.37499 4.06375 -3.00435 0.0125 0.0006 0.0014
H -2.69543 4.27613 -0.00533 -0.0086 0.0000 -0.0019
P -1.09505 1.95683 -0.55966 0.0922 -0.0940 0.1090
C -0.49296 3.09887 -1.83141 -0.0612 -0.0625 -0.1063
C -2.12620 5.01643 1.91779 0.0100 0.0437 0.0679
Au 0.50810 0.17840 -0.50946 -0.3059 0.2310 -0.8030
C -1.35815 3.95137 -2.51594 0.0542 -0.0196 -0.0200
C -2.06503 4.12264 0.86124 0.1213 -0.1018 0.0061
C -3.07773 1.16342 -2.30531 -0.0351 0.0234 0.0378
H -3.46771 1.50362 1.05338 0.0010 -0.0083 0.0072
H -1.36458 5.53353 3.85812 -0.0128 0.0161 -0.0077
C -0.45671 3.75296 3.09709 0.0661 -0.0657 -0.0276
H 0.17270 3.57814 3.95902 0.0051 0.0014 -0.0001
H -5.70257 0.63651 0.47855 -0.0043 -0.0021 -0.0005
H -2.33449 1.28885 -3.08235 -0.0073 0.0011 -0.0004
S 0.57904 1.38031 2.17296 -0.6408 -0.1105 0.4877
S 2.40406 -1.03365 -1.10295 0.0117 -0.3927 0.1875
C -5.28145 0.49472 -1.62152 -0.0049 -0.0060 0.0054
S 0.94244 -4.42811 -1.07721 0.0030 0.0519 -0.0346
C -0.40289 2.85909 2.04144 0.1322 -0.0619 0.0151
C 0.87742 3.15687 -2.08104 -0.0604 0.0507 0.0229
H 1.55876 2.50584 -1.54752 0.0154 0.0102 -0.0142
C -4.33616 0.67660 -2.62043 -0.0047 0.0058 -0.0197
H -1.52916 5.50861 -3.97237 0.0016 0.0007 -0.0041
H -2.80562 5.85678 1.86562 -0.0009 0.0043 0.0190
C 0.51102 4.90879 -3.68402 0.0256 0.0031 -0.0041
H -2.42536 3.90248 -2.34005 -0.0044 -0.0006 -0.0110

***

(3)
46
Properties=species:S:1:pos:R:3:forces:R:3 method="wB97M-V/def2-TZVPD" homo_ev="-14.267 / -14.266" total_energy_ha=-3763.50059 multiplicity=2 total_charge=+2 e_above_lowest_kj_mol=0.0
C 0.76541 2.85409 -2.47219 0.0216 -0.0280 0.0461
H 5.34749 0.65248 4.30816 0.0083 -0.0347 0.0139
C 3.13281 -1.56220 2.03632 0.0197 0.6775 -0.2777
C 3.76500 -2.15460 3.07109 0.1969 -0.0036 0.2435
H 1.05068 3.74926 -2.99624 -0.0094 -0.0117 0.0151
C -1.57910 0.21492 2.65164 0.1429 -0.0388 0.0277
C -3.99111 0.32780 -2.17181 0.1043 -0.0328 0.0870
C -4.96070 1.28172 -2.09844 -0.0383 0.1389 -0.0681
N 0.84150 0.96607 -1.30186 0.3708 -0.2418 0.3322
H -1.47025 2.75573 -2.60648 -0.0106 -0.0534 0.0038
H 0.55918 -0.34462 2.93638 -0.0215 -0.0028 -0.0184
H -1.13352 -4.13570 -3.00049 -0.0086 0.0197 0.0020
C 1.58879 1.95952 -1.81927 0.0239 0.0845 -0.0526
B -1.56257 0.24631 -1.09563 -0.1146 0.0687 -0.1824
N -1.38285 0.16749 0.44764 0.0975 -0.0326 0.0826
C -0.52104 2.35433 -2.29481 0.0209 0.0264 -0.0750
N 0.07518 -1.58670 -1.34312 0.3809 -0.3078 0.1932
C -1.80767 -2.14819 -2.29549 0.0251 -0.0362 -0.0304
C 3.23108 -0.15322 1.74571 0.5399 -0.3883 0.6027
H -5.93243 1.26405 -2.56041 -0.0001 -0.0356 0.0380
C 4.72255 0.06042 3.65350 0.0230 -0.2263 0.0968
C 4.57315 -1.31762 3.88870 -0.1953 0.1412 -0.3198
Cl 4.19611 2.29764 2.28731 0.0346 0.2365 -0.0513
C -0.93685 -3.21061 -2.48787 0.0080 0.0122 0.0609
N -0.45105 1.21991 -1.59665 -0.0603 -0.0711 -0.1862
H 3.67146 -3.21024 3.28668 0.0386 0.0139 0.0185
H 2.66017 1.97103 -1.69858 -0.0131 -0.0184 0.0289
C 0.23057 -2.81731 -1.86475 -0.0248 -0.0672 -0.0557
H -4.82348 3.25877 -1.04525 0.0237 -0.0295 0.0194
Mn 1.28749 -0.54524 -0.23676 -0.4599 1.3995 -0.0484
O 2.57510 0.33540 0.78092 -0.7817 -0.1309 -0.6846
C -4.38769 2.31189 -1.32549 0.0700 0.0833 0.0081
H 1.16759 -3.34715 -1.78469 -0.0031 0.0230 0.0189
H -1.98278 0.32206 3.64296 -0.0038 0.0051 -0.0204
C -0.28442 -0.12542 2.29972 0.0034 -0.0359 0.1494
C 4.07277 0.65368 2.60404 -0.3423 -0.3590 -0.2991
N -0.17274 -0.15628 0.96470 0.0880 -0.0450 -0.1716
H -3.25936 0.67581 1.24495 0.0314 0.0293 -0.0564
Cl 5.37011 -2.01244 5.18446 0.1680 -0.1430 0.2663
N -3.15960 2.01655 -0.94817 -0.1863 -0.1627 -0.0335
H -2.83460 -2.06194 -2.59517 0.0349 0.0229 -0.0154
H -4.02469 -0.61398 -2.68603 0.0314 0.0256 0.0011
C -2.23888 0.39474 1.44429 -0.0361 -0.0259 0.0392
Cl 2.09842 -2.40288 0.93456 0.0601 -0.6354 0.3285
N -1.18092 -1.17820 -1.61908 -0.1609 0.1791 -0.1601
N -2.90432 0.77287 -1.46901 -0.0970 0.0109 0.0833

***

(4)
40
Properties=species:S:1:pos:R:3:forces:R:3 method="wB97M-V/def2-TZVPD" homo_ev=-4.945 total_energy_ha=-1133.57062 multiplicity=1 total_charge=-1
C 0.46097 2.30072 -1.33497 0.0450 -0.0210 0.0372
H 4.65792 4.01633 -2.02520 0.0032 0.0014 -0.0016
H 0.10128 -4.05753 -1.03740 0.0082 -0.0085 -0.0033
H -1.08065 -5.86414 0.16063 -0.0119 -0.0066 0.0116
O 1.79163 -0.15254 -0.80469 -0.0045 -0.1032 -0.0356
H -2.47269 1.69091 0.83886 0.0119 0.0183 -0.0039
N -2.77842 -0.11282 -0.24678 0.0167 0.0348 0.0779
C 1.89146 2.14867 -1.34820 0.0015 -0.0009 -0.0064
C -2.54076 -0.78534 0.79646 -0.0658 0.0340 -0.0476
C -2.78486 -3.21375 1.36223 0.0104 -0.0151 0.0198
N 0.16817 0.05280 1.34153 0.0037 -0.0797 0.0288
H 0.10435 3.29109 -1.64001 -0.0197 -0.0205 0.0048
H 4.35543 -0.16722 -1.06496 0.0014 -0.0068 0.0014
Be 0.25029 -0.20283 -0.36694 -0.0376 -0.0496 -0.0261
C 0.07326 0.23443 2.48771 -0.0074 0.0854 -0.1394
H -2.92770 -5.32594 1.73569 -0.0065 -0.0042 0.0034
C -0.72148 -3.83281 -0.37067 -0.0219 0.0563 0.0004
C -1.07153 -2.47764 -0.21340 0.0446 -0.0479 -0.0348
C 2.48641 0.88304 -1.10863 0.0386 0.0736 -0.0005
H 5.72242 1.80376 -1.63523 -0.0053 0.0029 0.0009
C 4.05268 3.15487 -1.77813 -0.0576 0.0337 -0.0001
N -0.19540 0.42848 3.72539 -0.0274 -0.0504 0.0049
O -0.39374 -1.55647 -0.85397 0.0157 0.0721 0.0960
C -2.15395 -2.19643 0.65875 0.0019 -0.0340 -0.0224
H -2.13740 1.38090 -2.17831 -0.0304 -0.0052 0.0246
H 2.19394 4.20788 -1.85886 0.0032 0.0072 0.0006
H -3.75216 1.72978 -0.40275 0.0165 -0.0116 0.0109
C 4.64531 1.90234 -1.55595 0.0479 -0.0279 0.0019
C -1.38598 -4.83417 0.30940 0.0231 -0.0331 -0.0168
N 1.47096 1.09487 5.43068 0.0222 0.0063 0.0210
C 0.73332 0.78009 4.59420 0.0138 0.0199 0.0461
H -1.85264 2.90326 -1.30845 -0.0180 -0.0146 -0.0159
H -3.58651 -2.95418 2.04617 -0.0035 -0.0042 0.0031
C -2.42169 -4.53929 1.19159 -0.0083 -0.0048 0.0109
C -2.76475 1.32454 -0.15514 -0.0420 -0.0065 -0.0384
C 2.68541 3.25684 -1.67835 0.0382 -0.0102 -0.0046
C -1.80323 1.81120 -1.23071 0.0907 0.0050 -0.0266
N -0.40427 1.40242 -1.03521 -0.0557 0.0887 0.0022
H -2.51225 -0.32334 1.79251 0.0065 0.0051 0.0034
C 3.89680 0.79721 -1.23889 -0.0412 0.0218 0.0124

***

(5)
49
Properties=species:S:1:pos:R:3:forces:R:3 method="wB97M-V/def2-TZVPD" homo_ev="-5.510 / -5.907" total_energy_ha=-5899.71634 multiplicity=2 total_charge=-1 e_above_lowest_kj_mol=129.1
O -0.47569 -2.80351 -0.93227 0.1277 0.0891 0.0615
S 2.88227 1.11141 0.69505 0.1315 -0.0654 0.2526
Br -5.89948 -3.68059 2.75756 -0.0116 -0.0107 -0.0044
O -1.13974 -1.60198 1.27294 0.2291 0.3936 0.1035
N -3.80090 -1.10061 5.16596 0.0119 -0.0163 -0.0347
Sb 3.63549 -2.52432 0.30600 -0.0544 -0.3350 -0.2198
H 0.65904 2.73357 2.16402 0.0231 -0.0113 0.0141
H -1.61388 3.70648 1.86380 -0.0037 0.0021 -0.0031
C -1.20515 -1.04145 2.43001 -0.2176 -0.2689 0.1120
C -4.54949 -2.51828 3.40796 -0.0052 -0.0099 -0.0039
C -4.70677 -1.92657 4.64983 0.0209 0.0330 0.0359
C -0.03985 2.33453 1.44908 -0.0099 -0.0082 -0.0826
C 4.51563 1.01404 -1.48716 -0.0745 0.0462 -0.0384
H 5.79607 0.91755 -3.19661 0.0001 -0.0045 -0.0002
O 3.86220 0.16381 1.17621 0.0063 -0.0479 -0.0089
N -0.54002 0.66795 -0.19058 -0.0959 -0.0301 -0.1679
Pd 0.54542 -1.33254 -0.01811 -0.0979 -0.1297 0.5328
H 4.75048 2.96125 -5.27990 -0.0014 0.0030 -0.0029
S 2.28069 -1.69940 -1.50175 -0.0607 0.2706 -0.0305
O -0.39332 -0.29989 2.95748 0.0167 0.0701 -0.0062
C 4.24292 2.00343 -5.14298 0.0091 0.0011 0.0235
N -1.03998 -2.47498 -2.03659 -0.0553 -0.0232 -0.1610
C -3.42146 -2.26011 2.65449 0.0252 0.0043 -0.0211
H 1.91733 2.58121 -3.86236 -0.0031 -0.0049 -0.0006
C -2.47488 -1.39882 3.18771 0.0147 0.0188 -0.0811
C -1.78162 1.14367 -0.31478 0.0901 -0.0053 -0.1271
C 3.89910 1.78302 -3.69415 0.0262 -0.0125 -0.0296
H -1.97384 -0.17805 4.86334 0.0042 0.0035 0.0049
H 5.22260 0.54717 -0.81573 0.0139 0.0028 0.0067
C 2.33338 1.96118 -1.86066 0.0738 0.0339 0.0094
C 2.65444 2.15086 -3.19447 -0.0486 0.0126 0.0141
H 1.35639 2.24587 -1.49571 -0.0282 -0.0107 0.0191
C -1.30319 2.84967 1.27903 -0.0791 -0.0300 -0.0712
C 0.30068 1.21059 0.69013 0.0234 -0.0566 0.0664
S 1.47078 -2.98134 1.24726 0.2167 0.1096 -0.0259
N 1.44338 0.41611 0.80828 -0.2118 0.0212 -0.1969
C -2.71070 -0.84965 4.44165 -0.0299 0.0020 0.0163
H -2.42334 0.62391 -1.01510 0.0119 -0.0297 0.0089
H 4.90811 1.22247 -5.51158 -0.0025 -0.0015 -0.0013
S 4.76642 -4.41024 -0.30584 0.0146 0.0451 0.0279
H -3.20836 2.62119 0.26674 0.0011 0.0085 0.0082
O 2.84426 2.41727 1.30194 -0.0691 -0.0456 0.0053
O -0.83127 -1.36461 -2.45521 -0.0198 -0.0584 0.0212
H -5.59078 -2.12658 5.24421 -0.0035 -0.0001 0.0009
H -3.25823 -2.70234 1.68136 -0.0070 -0.0039 -0.0014
C -2.20307 2.24520 0.39379 0.0606 0.0597 0.0391
C 3.26610 1.38356 -1.01349 0.0300 0.0017 -0.0730
H 3.34715 2.01070 -5.76340 -0.0028 -0.0020 0.0002
C 4.82472 1.21947 -2.82190 0.0104 -0.0101 0.0088

***

(6)
52
Properties=species:S:1:pos:R:3:forces:R:3 method="wB97M-V/def2-TZVPD" homo_ev="-11.611 / -11.606" total_energy_ha=-3223.78793 multiplicity=1 total_charge=+1 e_above_lowest_kj_mol=0.0
C -0.70346 3.81350 3.68239 0.0077 0.0176 -0.0633
C 1.69321 -1.60722 2.31694 0.0035 -0.1259 0.0177
C 0.23748 1.29870 1.11357 -0.1560 -0.0501 -0.0453
O -2.37260 2.98838 5.03454 -0.0322 0.0058 -0.0526
H -3.16819 0.80704 -5.10940 -0.0036 0.0027 -0.0033
C 0.05166 -3.86934 -0.19412 0.0494 0.0248 -0.0384
Cl -0.53917 1.07301 -4.01757 -0.0046 0.0046 -0.0280
O -0.73145 -0.43458 -1.52551 -0.0291 0.1498 -0.3854
C 2.31550 -1.63728 -2.93540 0.0216 0.0784 0.0710
O 1.76354 -1.34575 0.98916 0.1202 -0.1892 0.1258
N 3.17407 0.02571 -1.87797 0.0473 0.0486 -0.0219
Mo 0.65972 -0.71313 -0.38887 0.0547 0.3933 0.8247
N 5.04311 0.31266 -3.23218 0.0938 0.0597 -0.0515
H -0.11210 -1.47454 3.40825 -0.0080 0.0023 0.0143
C 0.15369 4.86524 3.40836 -0.0156 0.0117 0.0197
H 0.10541 5.75859 4.01378 -0.0004 0.0002 -0.0002
O 0.40684 -2.91330 -0.87225 -0.0939 0.0228 0.0565
H 5.19152 0.24336 -4.23306 -0.0314 -0.0277 0.0214
O 0.05748 -5.09336 -0.67156 -0.0374 -0.0068 0.0176
N 3.84744 -0.28743 -2.92868 -0.1180 -0.0150 0.0789
C -1.94804 0.25935 -3.43986 0.1076 -0.0800 0.1661
C -1.87459 -0.42209 -2.22432 -0.1937 -0.0342 -0.1056
C 0.37656 -2.22191 2.78565 0.0255 0.0338 -0.0516
O -0.52730 -2.54735 1.74827 0.0405 0.0051 -0.0130
N 3.37990 -1.29702 -3.63509 0.0304 -0.0263 -0.0401
C -3.00095 -1.09135 -1.75442 0.0466 0.0423 -0.0342
C -4.18185 -1.08047 -2.47115 -0.0427 -0.0055 -0.0209
C 0.20869 2.53574 1.90503 0.0509 0.0401 -0.0388
C 1.08295 3.57897 1.60695 -0.0058 0.0093 -0.0018
H 1.77926 3.46785 0.78760 0.0042 -0.0003 -0.0016
H -5.05255 -1.59755 -2.09556 -0.0059 0.0002 -0.0009
N 2.17363 -0.84434 -1.86145 0.0107 -0.2512 -0.2754
O -0.46317 0.29574 1.37847 0.1004 -0.2857 -0.2478
H 1.73292 5.55128 2.13669 -0.0011 0.0035 0.0008
C 1.05444 4.74061 2.36091 -0.0048 -0.0242 -0.0067
O 1.02742 1.20221 0.08309 0.1006 0.2149 0.0003
H 0.17591 -4.51109 1.82065 0.0113 0.0155 -0.0201
H 1.64181 -2.43221 -3.19607 -0.0097 -0.0126 -0.0039
O -1.66173 4.98624 5.41446 -0.0206 0.0247 -0.0500
H 0.35852 -5.10150 -1.59381 0.0023 0.0229 0.0004
C -0.45176 -3.83695 1.22775 -0.0069 -0.0177 0.0525
H -1.37931 1.84298 3.19220 -0.0017 0.0045 0.0043
C -0.69617 2.64471 2.95348 -0.0391 -0.0506 0.0133
C -3.11961 0.27730 -4.16945 -0.0483 0.0018 -0.0113
Cl -5.69468 -0.37507 -4.57866 -0.0388 -0.0011 -0.0194
H 5.01976 1.27707 -2.91937 -0.0233 -0.0273 0.0263
N -1.66338 3.94344 4.79898 0.0704 -0.0487 0.1449
H -1.45414 -4.27776 1.20171 0.0393 -0.0147 -0.0064
O 2.58845 -1.37862 3.06613 -0.0124 0.0458 -0.0454
H 0.61151 -3.08618 3.41146 0.0115 0.0163 -0.0177
C -4.22869 -0.39373 -3.67481 0.0465 -0.0010 0.0239
Cl -2.88746 -1.91851 -0.24585 -0.1118 -0.0067 0.0220